C3H7OS | wB97M-V/def2-TZVPD

Element x y z (Å)
C  -3.0205  0.2500  -0.3414
S  -1.5817  0.9928  0.3665
H  -3.9706  0.5450  0.1242
H  -3.0672  0.5185  -1.4240
H  -3.0652  -0.8421  -0.3256
C  3.1433  -0.0508  0.3644
C  1.8448  -0.1953  -0.0171
O  0.9331  -0.9577  0.6407
H  3.7959  0.6432  -0.1633
H  3.5247  -0.4036  1.3132
H  1.4831  0.1652  -1.0105
H  -0.0196  -0.6651  0.4731

Forces on atoms 1 to 3 (eV/Å):
-1.1 -0.3 -1.4
1.0 0.0 0.6
0.1 0.3 0.0

Values from the calculation:
Gap between HOMO and LUMO: 0.2507 Eh
ΔE to the lowest compared entry with this formula, charge and spin: 22.0 kcal/mol
HOMO level: -0.0981 Ha
Electronic energy: -16107.3219 eV
Molecular weight: 91.15 g/mol
Total charge: -1
Maximum force: 1.8 eV Å⁻¹